1.
DFT (the ωB97M-V functional and the def2-TZVPD basis) results for a structure of composition C21H25NO6.

Values from the calculation:
**Largest force on an atom**: 0.3251 Eh/bohr
**Orbital gap**: 7.36 eV
**Multiplicity**: 1
**HOMO level**: -7.85 eV
**Relative energy (zero: lowest compared OMol25 entry of this formula, charge and spin)**: 507.5 kcal per mole

XYZ file:
```
53
C21H25NO6 (the ωB97M-V functional and the def2-TZVPD basis)
C 1.85 2.45 3.18
C 2.76 1.55 3.54
C 2.65 -0.04 3.55
C 1.67 -0.42 2.64
C 0.56 -0.68 3.00
C -0.56 -0.98 2.33
C -0.37 -0.96 1.01
C 1.02 -1.03 0.45
C 2.02 -0.61 1.36
H 2.92 -0.32 0.92
O 1.06 -1.23 -0.70
C 2.50 -1.17 -1.30
H 3.17 -1.75 -1.09
H 2.76 -0.11 -1.23
H 2.40 -1.38 -2.50
O -1.33 -1.34 0.10
C -2.41 -2.17 0.24
C -3.37 -2.25 -0.82
O -2.90 -3.11 -2.03
C -1.98 -2.15 -2.66
C -2.41 -0.96 -3.35
O -2.59 0.21 -2.21
C -1.49 0.73 -1.93
C -0.37 1.02 -2.69
C 0.92 1.36 -2.36
C 0.79 2.16 -1.16
C -0.21 2.18 -0.44
C -1.44 1.22 -0.68
N -2.47 1.33 0.24
O -2.27 1.44 1.33
O -3.58 0.80 -0.20
H -0.17 2.41 0.64
C 2.00 2.94 -0.61
H 1.88 4.10 -0.61
H 2.93 2.92 -1.33
H 2.22 2.47 0.48
H 1.76 1.61 -3.12
H -0.43 0.63 -3.69
H -1.97 -0.65 -4.20
H -3.58 -1.08 -3.41
H -1.75 -2.74 -3.61
H -1.11 -1.80 -1.92
H -3.64 -1.25 -1.01
H -4.16 -2.83 -0.61
H -1.94 -3.37 0.67
H -3.04 -1.92 1.06
H -1.63 -1.21 2.62
H 0.15 -0.52 4.08
H 3.76 -0.45 3.28
H 2.65 -0.25 4.78
H 3.75 1.90 4.11
H 2.06 3.41 3.24
H 0.95 1.89 2.61
```


2.
DFT (the ωB97M-V functional and the def2-TZVPD basis) results for a cluster of 12 separate species, C26H52Cl14O5 in total.

Values from the calculation:
**Largest force on an atom**: 0.0769 Eh/bohr
**Orbital gap**: 9.83 eV
**Multiplicity**: 1
**HOMO level**: -9.47 eV
**SMILES**: C1CCOC1.C1CCOC1.C1CCOC1.C1CCOC1.CC(C)=O.ClCCl.ClCCl.ClCCl.ClCCl.ClCCl.ClCCl.ClCCl

XYZ file:
```
97
C26H52Cl14O5 (the ωB97M-V functional and the def2-TZVPD basis)
C -1.16 -3.14 -4.04
C -2.19 -2.21 -3.41
C -1.78 -0.79 -3.86
O -0.64 -0.97 -4.68
C 0.03 -2.21 -4.26
H -1.45 -3.56 -4.96
H -0.90 -3.99 -3.36
H -2.21 -2.36 -2.38
H -3.21 -2.38 -3.67
H -1.50 -0.28 -2.92
H -2.50 -0.19 -4.39
H 0.55 -2.04 -3.30
H 0.66 -2.54 -5.00
C 0.03 0.02 5.10
C -0.70 1.21 4.54
C -0.84 2.08 5.73
O -0.86 1.21 6.85
C 0.17 0.25 6.61
H 1.04 -0.23 4.66
H -0.61 -0.84 4.92
H -1.70 1.06 4.05
H -0.06 1.69 3.83
H -1.76 2.67 5.64
H 0.09 2.68 5.87
H 0.09 -0.52 7.31
H 1.15 0.74 6.77
C -0.31 -0.57 0.02
C -0.70 0.87 -0.26
C 0.07 1.63 0.84
O 0.91 0.72 1.51
C 0.23 -0.49 1.45
H 0.56 -0.87 -0.60
H -1.08 -1.33 -0.15
H -1.77 1.00 -0.29
H -0.36 1.11 -1.26
H -0.65 2.15 1.49
H 0.76 2.38 0.46
H -0.69 -0.43 2.22
H 0.81 -1.33 1.86
C 4.25 -0.11 -1.73
C 4.37 -0.96 -3.07
C 3.36 -2.10 -2.79
O 2.47 -1.59 -1.81
C 3.36 -1.02 -0.87
H 3.80 0.84 -1.90
H 5.24 0.10 -1.23
H 5.38 -1.37 -3.09
H 4.17 -0.26 -3.89
H 3.84 -2.99 -2.33
H 2.76 -2.32 -3.67
H 3.92 -1.86 -0.43
H 2.77 -0.57 -0.07
C -6.32 -1.17 -0.19
C -5.10 -0.60 -0.90
C -5.21 -0.39 -2.40
O -4.06 -0.31 -0.38
H -6.20 -0.89 0.89
H -6.41 -2.24 -0.24
H -7.32 -0.77 -0.56
H -5.52 0.62 -2.61
H -5.83 -1.08 -2.97
H -4.22 -0.51 -2.83
Cl 5.04 0.48 2.25
C 3.67 -0.42 3.08
Cl 3.88 -2.19 3.16
H 3.59 -0.04 4.10
H 2.78 -0.11 2.46
Cl -4.05 -3.69 1.56
C -2.92 -2.45 1.97
Cl -2.83 -2.22 3.76
H -1.95 -2.64 1.56
H -3.34 -1.45 1.78
Cl 2.92 3.51 -0.38
C 2.35 5.06 -1.08
Cl 0.66 5.37 -0.62
H 2.88 5.94 -0.67
H 2.37 4.89 -2.15
Cl -3.41 3.20 -3.29
C -2.66 3.55 -1.75
Cl -3.19 5.22 -1.22
H -3.03 2.95 -0.97
H -1.58 3.57 -1.91
Cl 1.22 -5.18 -0.97
C 1.88 -3.92 0.15
Cl 1.14 -4.32 1.70
H 2.99 -3.95 0.21
H 1.61 -2.83 -0.05
Cl 2.80 1.99 -4.45
C 1.30 1.39 -3.82
Cl -0.11 2.30 -4.18
H 1.12 0.39 -4.27
H 1.36 1.27 -2.72
Cl 1.29 4.37 3.11
C 2.48 3.10 3.25
Cl 3.16 2.84 4.91
H 2.17 2.14 2.93
H 3.35 3.28 2.69
```


| no. | DFT total energy (a.u.) |
| --- | --- |
| 1 | -1320.7069 |
| 2 | -7840.6213 |